259
Properties=species:S:1:pos:R:3:forces:R:3:lowdin_charge:R:1 method="wB97M-V/def2-TZVPD" charge=+4 multiplicity=1 homo_ev=-9.2 lumo_energy_ev=-5.66 total_energy_ev=-127192.4686
C -19.46009 -27.82756 -12.36925 -1.2 0.5 -0.8 -0.079
C -20.15491 -26.72814 -13.30585 1.2 -0.9 -0.2 -0.207
C -20.81112 -27.20577 -14.64897 0.4 -1.0 0.6 -0.179
C -21.95527 -28.20577 -14.38709 -0.9 0.6 -0.5 -0.103
N -23.01113 -28.34647 -15.53164 -0.4 -0.9 0.5 -0.225
C -22.39540 -29.17803 -16.73414 0.2 1.1 -1.2 -0.069
C -23.18631 -30.50711 -16.90877 0.7 1.5 0.9 -0.119
C -23.62099 -30.67530 -15.43908 -1.0 -0.3 -0.5 -0.147
C -24.14860 -29.28371 -15.09937 0.9 -0.3 0.8 -0.101
C -23.62853 -26.97888 -15.84476 1.2 -0.8 -1.0 0.037
H -19.05088 -28.66894 -12.92847 0.0 0.1 -0.3 0.065
H -20.18136 -28.26421 -11.67844 0.0 0.1 0.1 0.063
H -18.63254 -27.39872 -11.80414 -0.2 0.1 0.0 0.071
H -19.31932 -26.09291 -13.59974 -0.2 0.2 -0.2 0.098
H -20.84093 -26.08047 -12.75996 -0.1 -0.2 0.2 0.104
H -20.05804 -27.71555 -15.24989 0.2 0.0 0.0 0.107
H -21.10325 -26.34234 -15.24668 -0.3 0.0 0.3 0.102
H -22.52160 -27.83766 -13.53160 -0.2 -0.1 0.0 0.130
H -21.64238 -29.23107 -14.18971 0.3 0.3 0.1 0.126
H -22.42554 -28.54055 -17.61778 -0.5 0.1 0.0 0.124
H -21.31953 -29.32565 -16.64029 -0.1 0.0 1.0 0.123
H -23.96146 -30.29385 -17.64482 -0.5 -0.3 0.4 0.125
H -22.57711 -31.31769 -17.30871 0.2 0.2 0.2 0.121
H -24.36502 -31.46146 -15.31071 -0.1 0.2 0.1 0.127
H -22.78173 -30.94348 -14.79735 0.1 0.0 -0.1 0.113
H -25.06123 -29.04375 -15.64492 0.2 0.0 -0.1 0.137
H -24.30974 -29.08037 -14.04070 -0.1 -0.2 0.0 0.136
H -23.82433 -26.31466 -15.00299 0.4 -0.6 0.5 0.116
H -24.58986 -27.12382 -16.33764 0.4 0.0 -0.4 0.109
H -22.82422 -26.57663 -16.46070 -0.8 0.7 -0.3 0.092
C -29.43266 -39.36531 -31.39037 0.7 0.6 -0.2 -0.079
C -28.31204 -38.26660 -31.36962 -0.6 -0.9 -0.3 -0.228
C -28.86717 -36.85682 -31.34286 -1.0 -0.3 -0.8 -0.212
C -29.47794 -36.59720 -30.01108 0.2 2.2 1.1 -0.114
N -30.13762 -35.18271 -29.82858 0.5 1.0 1.5 -0.234
C -29.17774 -33.97672 -30.05094 0.2 -0.1 0.5 -0.068
C -29.25623 -33.02439 -28.79695 1.5 -0.5 -1.6 -0.155
C -30.34475 -33.55223 -27.90975 0.2 -0.5 -0.4 -0.140
C -30.49564 -35.05459 -28.29104 -0.9 0.8 -0.9 -0.055
C -31.39161 -34.97866 -30.64418 1.0 -1.1 0.5 0.028
H -28.93856 -40.27142 -31.74098 -0.4 -0.2 0.3 0.080
H -30.23213 -39.12477 -32.09115 0.3 0.2 -0.5 0.074
H -29.99657 -39.51582 -30.46980 0.6 -0.2 0.3 0.066
H -27.69608 -38.40483 -32.25820 -0.2 0.1 -0.2 0.114
H -27.59116 -38.40745 -30.56426 -0.2 -0.1 0.3 0.112
H -29.71372 -36.80458 -32.02748 0.2 -0.1 -0.6 0.112
H -28.11317 -36.15076 -31.69080 -0.1 0.3 0.5 0.123
H -28.69074 -36.56541 -29.25782 -0.1 -0.3 0.2 0.134
H -30.28480 -37.25611 -29.69027 0.3 -0.3 -0.3 0.138
H -29.40032 -33.41152 -30.95598 -0.4 -0.5 -0.1 0.126
H -28.16520 -34.35996 -30.17739 -0.2 -0.2 0.1 0.119
H -29.39852 -32.01153 -29.17373 -0.3 0.0 0.3 0.115
H -28.26445 -33.01075 -28.34497 -0.1 -0.2 0.3 0.115
H -31.20550 -32.94383 -28.18736 -0.5 -0.6 0.5 0.117
H -30.08806 -33.40410 -26.86082 -0.3 -0.1 0.0 0.131
H -31.54914 -35.32398 -28.21574 0.1 -0.3 0.1 0.123
H -29.90934 -35.78548 -27.73412 0.2 0.4 -0.1 0.129
H -31.06412 -35.07659 -31.67920 -0.4 0.7 0.0 0.105
H -31.83536 -34.04094 -30.30970 0.0 0.0 -0.6 0.114
H -32.05301 -35.81904 -30.43346 -0.1 0.1 0.1 0.111
C -32.06133 -24.47804 -26.00185 0.7 1.0 0.2 -0.095
C -31.62771 -24.89657 -27.40261 -0.9 -1.3 -0.8 -0.244
C -32.69597 -24.59941 -28.51634 1.7 1.2 -1.2 -0.153
C -32.12031 -24.72901 -29.99787 -1.8 -0.5 -0.1 -0.064
N -33.24594 -24.50363 -31.07046 -0.7 3.0 0.5 -0.262
C -34.37088 -25.50887 -31.02505 1.0 -0.7 -0.6 -0.094
C -34.90131 -25.67359 -32.49164 0.2 1.0 0.9 -0.100
C -34.01254 -24.74127 -33.37096 0.6 -0.4 1.0 -0.130
C -32.77028 -24.49143 -32.50807 0.4 -1.5 -0.2 -0.127
C -33.82984 -23.07449 -30.83415 1.0 -0.4 0.3 0.042
H -31.58868 -25.07663 -25.22314 -0.4 -0.4 -0.1 0.087
H -33.12998 -24.34150 -25.83618 0.0 -0.5 -0.1 0.081
H -31.62407 -23.49943 -25.80379 -0.2 0.3 -0.1 0.072
H -31.46104 -25.97342 -27.42951 -0.1 -0.2 0.1 0.102
H -30.63776 -24.50290 -27.63309 -0.2 0.4 -0.2 0.107
H -32.94570 -23.54178 -28.43188 -0.2 0.0 0.3 0.097
H -33.62346 -25.16714 -28.44180 0.2 -0.2 0.3 0.111
H -31.80177 -25.74979 -30.20918 0.3 0.0 0.1 0.123
H -31.36712 -24.00669 -30.31259 0.1 -0.1 0.6 0.130
H -35.07674 -25.30819 -30.21908 0.0 0.3 -0.3 0.134
H -33.82473 -26.41424 -30.76024 -0.3 -0.3 0.1 0.124
H -35.92931 -25.32254 -32.58148 0.0 -0.5 0.1 0.118
H -34.80927 -26.74601 -32.66348 -0.2 0.3 -0.7 0.116
H -34.49202 -23.78166 -33.56426 -0.2 -0.3 -0.4 0.111
H -33.66066 -25.23969 -34.27420 -0.4 0.3 -0.2 0.125
H -32.13169 -23.66294 -32.81451 -0.4 0.5 0.6 0.142
H -32.11461 -25.35479 -32.62124 0.0 -0.3 0.2 0.131
H -34.38721 -22.70812 -31.69623 -0.3 -0.5 0.2 0.107
H -32.98239 -22.39809 -30.72277 0.1 -0.1 0.0 0.108
H -34.35978 -23.05236 -29.88190 -0.3 -0.1 -0.5 0.101
C -19.74781 -26.85071 -22.27351 -0.4 0.1 -0.1 -0.120
C -19.01314 -27.30053 -23.53342 -0.3 -0.2 0.2 -0.224
C -19.78664 -28.45584 -24.33570 1.2 0.6 0.9 -0.225
C -20.49094 -27.97511 -25.59373 -0.3 -0.5 -0.9 -0.248
P -21.18141 -29.41362 -26.51964 0.4 -0.7 -1.9 1.035
C -22.74831 -29.06775 -27.46099 0.1 -0.8 1.4 -0.262
C -22.54310 -28.00458 -28.48733 -0.3 0.4 -0.6 -0.257
C -23.79643 -27.28099 -29.05923 0.9 1.3 -0.1 -0.252
C -24.60168 -27.95483 -30.14306 -0.1 -1.3 0.5 -0.110
C -20.02352 -30.05173 -27.83097 2.0 0.9 1.4 -0.235
C -18.57588 -30.49983 -27.27752 -1.1 0.3 -0.4 -0.225
C -17.77742 -31.27528 -28.33149 -0.7 0.0 -0.2 -0.257
C -17.59660 -30.59276 -29.72187 -0.7 -0.2 1.7 -0.081
C -21.50605 -30.75556 -25.42722 -1.3 -1.1 0.2 -0.296
C -22.27541 -31.93407 -26.11351 0.8 0.0 1.0 -0.229
C -22.46100 -33.13302 -25.12228 -0.3 1.2 -1.0 -0.243
C -23.36124 -34.18438 -25.77522 0.3 0.3 0.8 -0.104
H -20.79075 -26.63228 -22.50299 -0.3 -0.5 0.3 0.077
H -19.39810 -25.90795 -21.85279 0.5 -0.1 -0.2 0.073
H -19.59841 -27.61919 -21.51509 -0.6 0.1 0.1 0.075
H -18.03542 -27.60732 -23.16188 0.1 -0.5 -0.5 0.102
H -18.80184 -26.39705 -24.10540 -0.2 -0.3 -0.7 0.099
H -20.46845 -29.00395 -23.68546 -0.3 0.5 0.3 0.102
H -19.09331 -29.25400 -24.60089 0.4 0.2 -0.2 0.092
H -19.79300 -27.53010 -26.30291 0.2 0.2 0.1 0.097
H -21.29528 -27.25535 -25.44182 -0.1 0.0 0.3 0.108
H -23.47003 -28.80518 -26.68751 -0.2 0.4 0.1 0.115
H -23.12232 -30.01285 -27.85467 0.3 -0.1 -0.2 0.090
H -21.95136 -28.40631 -29.30986 0.0 -0.1 -0.2 0.110
H -21.88357 -27.27998 -28.00975 -0.2 0.6 -0.2 0.097
H -23.34038 -26.42206 -29.55153 -0.1 0.4 0.1 0.101
H -24.41853 -26.87753 -28.26028 0.0 -0.2 0.1 0.114
H -25.41558 -27.42039 -30.63300 0.4 0.7 0.2 0.074
H -25.11993 -28.79334 -29.67785 0.1 -0.5 -0.3 0.068
H -23.89914 -28.28784 -30.90702 -0.3 -0.3 -0.2 0.078
H -19.81657 -29.19313 -28.46978 -0.4 -0.2 -0.5 0.078
H -20.44842 -30.89965 -28.36818 -0.3 0.3 0.0 0.098
H -18.81148 -31.12183 -26.41398 0.5 -0.2 0.1 0.088
H -17.94660 -29.66820 -26.96051 -0.5 0.4 0.2 0.108
H -18.34632 -32.19822 -28.44390 0.2 -0.3 -0.4 0.102
H -16.80531 -31.55232 -27.92364 0.0 0.0 0.1 0.112
H -17.02488 -29.66935 -29.62934 0.7 -0.4 -0.2 0.077
H -18.56055 -30.20445 -30.05069 -0.1 -0.6 -0.5 0.052
H -17.19090 -31.38711 -30.34837 0.1 0.7 -0.5 0.082
H -22.15885 -30.30244 -24.68113 0.0 -0.2 0.5 0.114
H -20.63252 -31.20717 -24.95701 0.2 0.5 0.1 0.103
H -21.64412 -32.27481 -26.93416 -0.2 -0.2 -0.2 0.102
H -23.22487 -31.58927 -26.52305 -0.1 -0.2 0.2 0.098
H -22.94172 -32.79308 -24.20497 0.2 0.1 0.1 0.114
H -21.47971 -33.53160 -24.86476 0.0 0.0 0.0 0.109
H -22.99061 -35.13245 -25.38547 -0.5 -0.3 -0.6 0.078
H -23.36312 -34.08701 -26.86086 0.3 -0.5 0.0 0.068
H -24.38252 -34.00992 -25.43662 -0.1 -0.2 0.0 0.074
C -24.77977 -20.10509 -23.03265 0.7 0.6 -0.9 -0.083
C -24.29715 -20.65206 -24.36492 -0.3 -1.8 0.2 -0.302
C -23.78724 -19.64968 -25.34597 0.0 0.8 -0.8 -0.266
C -23.04078 -20.30249 -26.56901 -0.5 0.9 0.4 -0.232
P -22.07952 -19.11186 -27.60068 -0.6 0.3 1.9 1.015
C -20.45719 -18.96897 -26.86697 -0.3 -0.3 0.1 -0.267
C -20.39678 -18.90928 -25.31614 0.1 0.5 -0.6 -0.224
C -18.98797 -19.14030 -24.76031 -0.3 0.1 0.6 -0.238
C -18.68039 -18.18917 -23.57239 0.6 -0.6 0.1 -0.096
C -22.94865 -17.47759 -27.57125 -0.3 -0.5 -0.9 -0.235
C -22.13274 -16.19715 -27.73359 -1.1 1.0 -0.6 -0.265
C -22.10515 -15.24717 -26.51362 3.3 -0.7 -0.8 -0.207
C -20.76974 -14.40659 -26.69912 -0.7 -0.3 1.1 -0.092
C -21.92456 -19.73809 -29.29579 -0.3 0.9 -0.4 -0.265
C -21.13315 -18.75337 -30.21546 1.7 -1.2 -0.5 -0.204
C -20.48907 -19.50201 -31.46960 -1.1 -0.3 1.2 -0.270
C -19.80840 -18.65090 -32.46911 -0.3 1.4 -1.0 -0.125
H -25.57445 -19.37545 -23.18823 -0.2 -0.2 0.4 0.082
H -23.88902 -19.56645 -22.70932 -0.2 0.2 0.8 0.074
H -25.02241 -20.90428 -22.33229 -0.2 0.3 -0.1 0.088
H -25.00868 -21.36385 -24.78345 -0.2 0.1 -0.3 0.117
H -23.43077 -21.26324 -24.11205 0.2 -0.4 0.0 0.107
H -23.14781 -19.01822 -24.72915 0.6 0.2 -0.4 0.097
H -24.53870 -18.94096 -25.69403 -0.4 -0.3 -0.1 0.106
H -23.70945 -20.74192 -27.30919 -0.4 -0.2 0.3 0.089
H -22.45502 -21.10437 -26.11958 0.5 0.0 -0.5 0.097
H -20.02368 -18.12855 -27.40905 0.6 0.0 0.4 0.087
H -20.02075 -19.90784 -27.20775 0.6 0.0 -0.1 0.106
H -21.11097 -19.63298 -24.92334 0.1 0.1 0.2 0.089
H -20.67420 -17.91896 -24.95503 -0.5 0.1 -0.2 0.103
H -18.26200 -18.95056 -25.55092 0.1 0.0 0.1 0.107
H -18.88212 -20.18498 -24.46786 0.1 0.0 0.0 0.106
H -18.37674 -17.22720 -23.98532 0.0 0.1 0.3 0.078
H -17.89541 -18.60356 -22.93977 0.6 0.1 -0.5 0.072
H -19.41093 -18.03964 -22.77739 -0.9 0.0 -0.6 0.075
H -23.66232 -17.33172 -26.76040 0.2 -0.6 0.2 0.091
H -23.54713 -17.60674 -28.47306 -0.4 0.1 -0.1 0.090
H -22.66026 -15.54081 -28.42572 -0.1 -0.5 -0.7 0.117
H -21.19175 -16.41228 -28.23988 0.3 0.3 0.5 0.091
H -22.02670 -15.91992 -25.65959 -0.2 0.6 0.6 0.088
H -22.92138 -14.52622 -26.46775 -0.2 -0.6 0.1 0.115
H -19.84879 -14.97557 -26.82657 -0.3 -0.6 -0.2 0.062
H -20.56501 -13.87594 -25.76928 -0.2 0.6 -0.2 0.070
H -20.84468 -13.73393 -27.55353 -0.1 0.1 0.2 0.078
H -22.94947 -19.91281 -29.62311 -0.2 0.2 -0.3 0.096
H -21.48673 -20.73628 -29.29963 0.4 0.1 0.3 0.105
H -20.27520 -18.40313 -29.64158 0.1 0.2 0.1 0.088
H -21.65393 -17.85415 -30.54454 -0.4 -0.3 0.1 0.118
H -21.34886 -20.00616 -31.91085 0.3 -0.5 -0.3 0.107
H -19.66953 -20.18305 -31.24015 -0.7 -0.6 1.1 0.111
H -19.13377 -19.20292 -33.12351 0.0 -0.1 0.2 0.085
H -19.24594 -17.87172 -31.95468 0.2 0.2 -0.3 0.085
H -20.54575 -18.20661 -33.13770 0.1 0.5 0.0 0.082
C -36.48279 -32.04711 -24.74106 -1.4 -1.1 0.4 -0.075
C -37.10301 -33.37941 -24.21990 -0.2 0.3 -0.5 -0.261
C -36.23483 -34.21215 -23.30465 -0.2 -0.4 1.4 -0.245
C -36.63652 -35.70271 -23.34759 0.1 0.0 -0.8 -0.285
P -36.31582 -36.62277 -21.86304 -0.4 0.0 0.7 1.012
C -36.90799 -38.37740 -21.92713 0.0 0.7 0.8 -0.246
C -38.41156 -38.71370 -21.94816 -0.1 -1.2 -0.4 -0.238
C -38.64883 -40.21666 -22.18658 0.5 -1.3 -1.2 -0.259
C -37.85374 -41.20934 -21.29480 -0.4 0.5 0.6 -0.102
C -34.51217 -36.74626 -21.76016 -0.2 0.2 2.3 -0.269
C -33.71256 -35.61850 -21.01593 0.3 0.0 -2.0 -0.200
C -32.17463 -35.96240 -21.09734 -1.2 -0.3 0.3 -0.274
C -31.31870 -34.78793 -20.74959 0.5 0.0 0.0 -0.110
C -37.11331 -35.71205 -20.48494 1.3 -0.4 -0.1 -0.254
C -38.57425 -35.38220 -20.61774 -1.2 -0.2 -0.6 -0.269
C -39.27589 -35.31112 -19.28761 1.1 1.3 0.7 -0.278
C -40.58469 -34.59294 -19.37841 -1.9 -1.1 0.0 -0.110
H -37.30577 -31.51964 -25.22333 0.2 0.2 -0.2 0.068
H -35.74060 -32.31305 -25.49374 0.3 0.4 0.3 0.067
H -36.14509 -31.41540 -23.91947 0.4 -0.1 -0.2 0.085
H -37.48208 -33.97669 -25.04915 0.6 -0.1 -0.5 0.101
H -38.05823 -33.26629 -23.70721 0.0 0.7 0.4 0.109
H -36.37593 -33.84575 -22.28782 -0.1 0.2 0.1 0.100
H -35.14957 -34.15802 -23.39060 0.0 0.2 -0.7 0.111
H -35.99463 -36.10440 -24.13163 -0.4 -0.6 -0.2 0.101
H -37.68146 -35.88293 -23.60003 -0.1 0.3 -0.2 0.099
H -36.51633 -38.87720 -21.04117 0.3 0.3 0.3 0.092
H -36.27210 -38.79208 -22.70930 -0.5 -0.3 -0.6 0.102
H -38.96000 -38.12689 -22.68503 0.0 0.0 0.0 0.105
H -38.95489 -38.68700 -21.00361 0.7 1.3 0.5 0.114
H -38.48324 -40.50242 -23.22534 0.2 0.2 -0.3 0.102
H -39.71288 -40.42114 -22.06791 0.0 0.1 0.3 0.110
H -36.79877 -41.39706 -21.49454 0.1 0.5 -0.4 0.068
H -38.28221 -42.21101 -21.26053 -0.3 0.2 -0.2 0.076
H -37.91782 -40.83257 -20.27399 0.1 -0.1 0.3 0.072
H -34.16060 -37.03836 -22.74969 0.2 0.1 0.1 0.101
H -34.36886 -37.53750 -21.02429 0.1 -0.8 -0.5 0.094
H -34.11904 -35.41581 -20.02507 0.4 -0.7 0.3 0.115
H -33.93426 -34.66653 -21.49832 0.5 0.2 -0.3 0.095
H -31.84057 -36.30226 -22.07765 -0.7 0.0 -0.4 0.100
H -31.91947 -36.82155 -20.47697 -0.4 0.0 0.4 0.107
H -30.32459 -35.16626 -20.51146 0.1 0.3 0.2 0.076
H -31.73357 -34.25455 -19.89432 0.3 0.3 -0.2 0.091
H -31.21371 -34.17953 -21.64788 -0.1 0.6 0.4 0.082
H -36.54123 -34.79946 -20.31756 0.2 0.0 0.1 0.101
H -36.92591 -36.35294 -19.62341 -0.1 0.0 0.3 0.107
H -39.11359 -36.08902 -21.24831 0.0 -0.2 -0.2 0.101
H -38.76928 -34.39877 -21.04544 0.5 0.0 -0.5 0.117
H -38.69226 -34.59391 -18.71047 0.6 -0.3 0.5 0.118
H -39.25203 -36.26271 -18.75657 -0.4 0.0 0.0 0.122
H -41.09548 -34.53885 -18.41702 0.4 0.4 0.2 0.083
H -41.30115 -35.19996 -19.93187 -0.1 0.1 -0.5 0.076
H -40.55423 -33.60554 -19.83909 0.3 -0.1 0.1 0.086
O -27.43303 -28.80328 -23.18040 -1.6 -1.3 -2.0 0.043
C -26.72803 -28.23616 -22.22343 1.9 2.3 2.3 -0.953
O -27.33010 -28.03617 -21.14707 -0.2 -0.3 0.3 -0.072
O -25.57673 -27.87814 -22.51882 1.3 -0.1 -0.5 -0.109
H -28.26099 -28.81897 -22.69477 -1.0 -0.5 -0.3 0.093
O -31.54267 -29.62043 -19.02408 1.1 0.3 1.8 0.052
C -32.37992 -29.75205 -20.04901 -2.2 -0.4 -1.7 -0.970
O -33.57484 -29.93391 -19.85727 -1.6 -0.5 1.2 -0.062
O -31.84621 -29.66959 -21.16297 1.4 0.2 -2.0 -0.100
H -30.80233 -29.36384 -19.57875 1.1 0.1 0.4 0.082